No. 1
10
Properties=species:S:1:pos:R:3:forces:R:3:mulliken_spin:R:1 method="wB97M-V/def2-TZVPD" relative_energy_kcal_mol=0.0 orbital_gap_ev="7.8 / 9.5" e_lumo_ev="0.5 / -1.3" s_squared=2.006 homo_energy_ev="-7.257 / -10.804" spin_multiplicity=3
C -0.115136 1.953963 -0.905764 -1.214 3.343 -0.034 0.774
C 2.215397 -0.216837 1.292353 -1.146 0.078 1.546 -0.001
N -2.473081 -1.569961 -0.012237 0.693 3.508 1.479 0.000
N -2.276168 -0.556836 0.411860 -0.689 -3.524 -1.485 0.006
O 1.367828 0.039777 2.017757 -1.812 0.764 0.906 0.002
O 3.102925 -0.529983 0.676867 2.956 -0.848 -2.534 0.000
O 0.696382 -0.169217 -1.891999 0.116 -7.507 -0.444 0.859
O 0.655030 1.483815 -1.615163 1.875 5.148 -0.211 0.293
H -0.839373 1.613291 -0.215107 -0.777 -1.338 1.352 0.084
H 0.611291 -0.412317 -2.822180 -0.001 0.376 -0.575 -0.017


No. 2
28
Properties=species:S:1:pos:R:3:forces:R:3:mulliken_charge:R:1 method="wB97M-V/def2-TZVPD" relative_energy_kcal_mol=49.6 orbital_gap_ev=5.7 e_lumo_ev=3.4 homo_energy_ev=-2.320 charge=-1
C 1.407791 -3.977849 0.141005 3.424 0.955 0.812 -1.322
C -1.688006 1.194700 2.132622 1.254 0.233 0.805 -1.256
C 0.122748 3.279418 -2.449671 2.176 -0.328 -1.317 -0.627
C 0.753930 -2.748166 0.629397 -0.435 0.141 2.382 -0.295
C -1.020643 1.698130 0.857857 -2.678 1.250 -3.135 -0.450
C 0.376129 -1.626454 -0.240158 2.746 1.783 0.905 -0.900
C -0.533931 0.633769 -0.185029 0.849 0.734 1.158 0.237
N 0.123462 -0.444039 0.557041 -1.377 -0.770 1.484 -0.343
N 0.556390 1.122505 -1.162693 -0.443 -1.573 -0.357 -0.048
O 1.426218 1.845446 -0.675787 0.354 0.565 0.951 -0.650
O -0.560394 2.121548 -2.196114 -0.019 0.953 0.610 -0.512
H 0.690223 -4.453792 -0.438170 -0.697 -1.886 -1.059 0.368
H 2.375824 -3.782631 -0.394556 -1.052 -0.024 -0.185 0.288
H 1.817099 -4.438372 1.070456 -0.920 -0.734 -0.811 0.325
H -2.443192 0.472306 1.880976 -0.477 -0.517 0.198 0.297
H -0.807868 0.694970 2.664062 -1.540 0.424 -0.108 0.292
H -2.154267 1.985312 2.817579 0.798 -0.909 -1.090 0.319
H -0.426722 4.215614 -2.313236 -0.420 0.042 -0.112 0.240
H 0.557438 3.216614 -3.526054 -0.669 0.573 1.015 0.202
H 1.119834 3.466032 -1.845033 -1.677 -0.792 -0.367 0.181
H 1.324356 -2.369061 1.486176 0.174 0.407 -0.322 0.436
H -0.125000 -3.137143 1.138530 -0.688 0.109 0.192 0.304
H -0.212514 2.298738 1.143349 1.576 0.742 0.135 0.368
H -1.691835 2.443945 0.185841 1.183 -1.681 1.653 0.226
H 1.220472 -1.272304 -0.760430 1.276 -0.311 -1.458 0.409
H -0.370961 -1.783996 -0.915073 -2.349 -0.916 -2.011 0.369
H -1.287343 0.183378 -0.833113 -0.468 0.557 -0.085 0.337
H -0.549236 -0.838616 1.230228 0.099 0.973 0.117 0.206


No. 3
50
Properties=species:S:1:pos:R:3:forces:R:3:mulliken_charge:R:1 method="wB97M-V/def2-TZVPD" relative_energy_kcal_mol=9.2 orbital_gap_ev=7.0 e_lumo_ev=-8.8 homo_energy_ev=-15.791 charge=+2
W -0.498345 0.160104 -0.238261 0.562 2.128 0.687 1.237
O 3.162199 1.310406 -1.275699 0.014 0.008 -0.014 -0.587
S 1.820765 1.489646 -0.894867 -0.290 -0.088 0.257 1.634
O 0.779195 0.890968 -1.815384 -0.378 -0.170 0.112 -0.571
O 1.344434 0.758040 0.375576 -0.003 -0.260 -0.008 -0.458
C 1.482141 3.175122 -0.476608 0.078 -0.064 -0.026 0.198
C 2.501143 4.050399 -0.794999 0.035 -0.023 -0.008 -0.590
C 2.442064 5.383713 -0.385988 -0.056 0.015 0.044 -0.697
C 1.374848 5.823712 0.364657 0.054 -0.021 -0.046 -0.717
C 0.331770 4.949536 0.679854 -0.043 0.003 0.028 -0.561
C 0.367476 3.631579 0.272812 -0.095 0.045 -0.006 0.057
S -1.140626 2.733371 0.568474 0.124 0.072 -0.199 1.529
O -2.148832 3.608958 1.011995 -0.023 -0.006 -0.004 -0.604
O -1.359821 2.033373 -0.770422 -0.053 -0.403 -0.019 -0.608
O -0.921834 1.512553 1.433802 0.078 -0.429 -0.162 -0.604
H 3.363188 3.690856 -1.340551 -0.012 -0.012 -0.005 0.551
H 3.247469 6.054202 -0.651117 -0.004 0.010 0.006 0.447
H 1.323505 6.849086 0.703525 0.006 0.004 -0.008 0.446
H -0.527613 5.313494 1.226253 -0.007 -0.018 -0.002 0.555
C 1.040574 -1.944816 3.272269 0.011 0.004 -0.013 -0.878
O 0.742614 -1.369367 1.956830 0.238 -0.019 -0.063 -0.008
C -0.425150 -1.082286 1.552580 -0.301 -0.023 -0.031 0.369
C -1.548888 -1.330752 2.495810 0.070 0.043 0.022 -1.800
H 0.604838 -2.939046 3.332391 0.003 0.003 0.020 0.377
H 0.653872 -1.288396 4.047133 0.009 -0.014 0.004 0.402
H 2.122336 -1.990146 3.305124 -0.001 -0.012 0.008 0.315
H -1.527095 -2.355052 2.877198 0.000 0.000 -0.020 0.500
H -2.520966 -1.107665 2.083375 -0.032 -0.003 -0.044 0.308
H -1.393340 -0.666059 3.354806 -0.011 -0.028 0.008 0.544
C -0.708810 -3.827129 -0.772558 0.068 0.057 -0.026 -1.315
Ge 0.365323 -2.232131 -1.150956 0.067 -0.778 -0.189 0.701
C 2.146172 -2.464392 -0.352687 -0.041 0.020 -0.086 -1.202
C 0.535408 -2.032200 -3.088864 0.004 -0.060 0.056 -1.084
C -1.822474 -0.360700 -1.858138 0.050 -0.232 -0.113 -1.056
Se -3.096762 -0.182424 -0.451552 -0.092 -0.065 0.000 0.284
C -3.641854 -2.032846 -0.150796 0.075 0.080 -0.017 -0.888
H -0.136517 -4.674332 -1.157004 0.048 0.030 0.008 0.461
H -1.663115 -3.835598 -1.296498 0.004 0.027 0.003 0.376
H -0.870528 -4.005819 0.291048 -0.019 0.035 0.005 0.390
H 2.678546 -3.073600 -1.087308 0.008 0.016 -0.003 0.477
H 2.103196 -3.022913 0.578250 -0.011 0.010 0.012 0.381
H 2.703022 -1.542517 -0.205895 -0.018 0.004 0.005 0.359
H 1.171446 -2.859825 -3.410744 0.014 0.007 -0.002 0.495
H 1.006965 -1.098304 -3.381814 0.002 0.013 0.019 0.352
H -0.419505 -2.134566 -3.600696 0.024 -0.002 -0.028 0.399
H -1.857013 -1.359595 -2.272650 -0.152 0.093 -0.142 0.674
H -1.898215 0.429141 -2.598919 -0.007 -0.016 -0.019 0.429
H -2.802671 -2.651110 0.142893 -0.002 0.005 0.003 0.139
H -4.087935 -2.384562 -1.077539 0.001 -0.003 0.003 0.402
H -4.396605 -2.000115 0.631860 0.002 0.020 -0.004 0.441


No. 4
50
Properties=species:S:1:pos:R:3:forces:R:3:mulliken_charge:R:1 method="wB97M-V/def2-TZVPD" relative_energy_kcal_mol=0.4 orbital_gap_ev=8.3 e_lumo_ev=-0.5 homo_energy_ev=-8.872
Sr -0.499155 0.171634 -0.769812 -0.041 -0.096 0.020 1.662
O -2.120786 -2.509406 2.815200 -0.001 0.018 -0.007 -0.655
C -1.896286 -1.720411 1.918541 0.012 -0.062 0.028 -0.325
N -0.979951 -1.856350 0.910785 -0.007 -0.005 -0.008 -0.160
C 0.154839 -2.517659 1.170860 -0.035 0.050 0.036 0.268
O 0.691236 -2.758442 2.262467 0.014 -0.012 -0.001 -0.807
C 0.954731 -2.897302 -0.057969 0.036 -0.026 -0.029 0.488
C 1.717204 -4.058489 -0.046337 -0.022 0.004 0.026 -0.894
C 2.474751 -4.363890 -1.160903 0.005 0.001 -0.014 -0.385
C 2.473200 -3.485473 -2.235917 -0.003 0.003 -0.004 -0.991
C 1.704340 -2.338154 -2.155276 0.018 -0.047 0.020 -0.472
N 0.947367 -2.053693 -1.090328 0.029 0.059 -0.038 0.503
C -2.774582 -0.477779 1.840884 -0.047 0.063 -0.013 0.647
C -3.808372 -0.350727 2.759697 0.026 -0.038 0.003 -0.795
C -4.609057 0.775217 2.721525 -0.003 0.000 0.001 -0.195
C -4.356452 1.745780 1.764151 0.011 0.020 -0.031 -0.793
C -3.306379 1.542409 0.887841 -0.026 -0.013 0.037 -0.125
N -2.527689 0.459294 0.920634 0.038 0.003 -0.030 -0.041
H 1.701340 -4.686162 0.833055 -0.002 0.001 -0.001 0.506
H 3.066210 -5.270022 -1.190829 -0.001 0.000 -0.002 0.440
H 3.057993 -3.681266 -3.124155 0.001 -0.004 0.003 0.424
H 1.674209 -1.609393 -2.956265 -0.008 0.006 0.003 0.545
H -3.945213 -1.144665 3.479115 -0.016 0.010 0.005 0.486
H -5.419936 0.896642 3.427919 -0.003 0.000 -0.001 0.425
H -4.954385 2.643201 1.690438 -0.009 -0.005 0.014 0.400
H -3.079040 2.279674 0.124765 -0.001 -0.001 -0.003 0.487
O 2.850822 -1.192278 1.760478 0.002 0.017 -0.045 -0.548
C 2.166761 -0.207765 1.215653 -0.017 -0.020 0.025 0.198
O 1.040846 0.108209 1.525475 0.014 0.036 -0.008 -0.526
C 2.848271 0.502244 0.073678 0.052 -0.015 0.019 0.332
C 4.201702 0.442731 -0.221376 -0.018 0.007 -0.001 -0.398
C 4.651463 1.173845 -1.310587 -0.010 -0.002 0.005 -0.595
C 3.747605 1.909411 -2.067403 -0.010 0.002 -0.006 -0.531
C 2.408771 1.877445 -1.704530 0.051 -0.001 -0.005 0.554
N 1.987295 1.196275 -0.653433 0.009 0.010 -0.004 -0.018
C 1.297334 2.639358 -2.391467 -0.005 0.002 -0.029 0.305
O 1.524757 3.061190 -3.640416 -0.004 0.010 -0.020 -0.529
O 0.287268 2.921579 -1.807790 -0.046 -0.017 0.014 -0.515
H 2.193314 -1.779873 2.233821 -0.013 -0.016 0.016 0.481
H 4.865939 -0.153446 0.387502 0.011 0.006 -0.006 0.550
H 5.701761 1.176521 -1.569613 0.001 -0.002 0.003 0.451
H 4.087590 2.504871 -2.904222 0.007 -0.003 0.002 0.444
H 2.167528 2.483165 -4.071156 0.005 -0.006 0.009 0.343
C -0.816212 0.161509 -5.195718 -0.020 -0.005 0.003 -1.144
C -0.658578 0.168538 -3.692268 0.069 0.019 0.009 1.027
O -1.677185 0.037259 -2.969211 -0.013 0.050 0.020 -0.851
O 0.513383 0.289006 -3.215468 -0.031 -0.007 -0.007 -0.567
H -1.859339 0.281137 -5.474925 0.002 -0.002 -0.004 0.332
H -0.452102 -0.793580 -5.578804 0.004 0.004 -0.004 0.287
H -0.209738 0.950377 -5.638619 0.001 0.003 0.002 0.273